76
Properties=species:S:1:pos:R:3:lowdin_charge:R:1 method="wB97M-V/def2-TZVPD" total_energy_ha=-3851.22457 de_lowest_kj_mol=0.0 multiplicity=4 homo_lumo_gap_ev="5.3 / 4.6" max_force_ev_per_a=0.967 molar_mass_da=707.5 total_charge=+2
Mn -1.354 -0.122 -2.345 0.511
C -3.062 -2.285 -3.921 0.010
O -1.794 -1.735 -3.481 -0.280
C -0.617 -2.422 -3.806 -0.212
C -0.591 -3.685 -4.357 0.013
C 0.649 -4.256 -4.623 -0.029
C 1.826 -3.577 -4.338 -0.039
C 1.784 -2.306 -3.786 0.016
C 0.553 -1.730 -3.527 -0.168
N 0.373 -0.419 -2.980 -0.048
N 1.362 0.365 -3.016 0.154
C 1.287 1.641 -2.579 -0.149
C 0.111 2.243 -2.083 -0.278
O -1.022 1.564 -1.965 -0.164
C 0.095 3.606 -1.728 0.001
C 1.234 4.342 -1.854 0.036
C 2.457 3.787 -2.324 -0.158
C 3.613 4.586 -2.438 -0.008
C 4.783 4.046 -2.897 -0.044
C 4.829 2.687 -3.251 -0.038
C 3.716 1.889 -3.150 -0.013
C 2.504 2.427 -2.688 -0.098
H -3.213 -3.261 -3.468 0.109
H -3.059 -2.346 -5.006 0.120
H -3.827 -1.594 -3.582 0.104
H -1.498 -4.223 -4.591 0.123
H 0.687 -5.245 -5.059 0.125
H 2.780 -4.038 -4.549 0.122
H 2.687 -1.756 -3.562 0.118
H -0.832 4.039 -1.380 0.127
H 1.216 5.394 -1.593 0.135
H 3.558 5.632 -2.161 0.125
H 5.668 4.659 -2.992 0.118
H 5.757 2.263 -3.613 0.118
H 3.766 0.847 -3.431 0.105
C -3.947 1.200 1.644 -0.199
Si -2.342 1.486 2.513 0.452
C -2.431 1.403 4.353 -0.183
C -1.393 2.920 1.846 -0.185
Si -0.938 -0.553 1.969 0.181
Te -1.618 -1.341 -0.227 0.888
Si -1.711 -2.359 3.324 0.320
C -1.008 -3.911 2.578 -0.213
C -3.570 -2.352 3.279 -0.204
C -1.025 -2.065 5.025 -0.196
Si 1.345 0.131 2.137 0.363
C 1.469 0.945 3.803 -0.194
C 1.820 1.238 0.731 -0.183
C 2.246 -1.494 2.086 -0.200
H -4.623 2.032 1.867 0.057
H -4.429 0.279 1.973 0.031
H -3.803 1.156 0.564 0.019
H -2.955 2.297 4.709 0.061
H -1.443 1.393 4.816 0.035
H -2.993 0.532 4.691 0.030
H -2.012 3.820 1.931 0.060
H -1.151 2.778 0.794 0.014
H -0.471 3.099 2.401 0.033
H -1.373 -4.079 1.562 0.014
H -1.305 -4.771 3.185 0.051
H 0.083 -3.886 2.546 0.031
H -3.956 -2.266 2.261 0.025
H -3.991 -1.540 3.876 0.030
H -3.945 -3.292 3.693 0.050
H 0.068 -2.092 5.030 0.034
H -1.372 -2.865 5.687 0.053
H -1.347 -1.118 5.459 0.023
H 1.001 1.930 3.818 0.027
H 2.523 1.079 4.066 0.053
H 1.015 0.334 4.587 0.029
H 1.341 2.216 0.789 0.032
H 1.571 0.788 -0.231 0.016
H 2.903 1.394 0.751 0.060
H 2.001 -2.115 2.950 0.033
H 3.325 -1.310 2.105 0.051
H 2.015 -2.060 1.181 0.037